3 unconnected molecules or ions with the total composition C4H16NO3 at a distorted geometry, computed with wB97M-V/def2-TZVPD.

The geometry in ORCA input format:
```
! wB97M-V def2-TZVPD RIJCOSX def2/J DEFGRID3
* xyz 1 1
C -0.886 0.498 0.333
C 0.712 0.394 0.062
H 0.512 -1.485 0.857
H -1.176 -3.225 1.547
H 2.116 -0.940 1.130
H 0.745 3.074 -2.668
H -1.201 1.492 0.034
H -0.587 2.486 -2.868
H -0.026 0.152 -2.107
H 1.354 1.253 0.076
O 2.019 -0.193 -1.898
H 0.581 -1.425 -1.379
H -1.519 -3.568 0.200
H -1.393 -0.376 -0.233
O -0.910 -2.978 0.696
H -0.466 1.115 2.361
C -1.248 0.507 1.856
O -0.104 3.137 -2.290
C 0.767 -0.326 -1.378
N 1.111 -0.634 1.100
H 2.374 0.632 -1.982
H 0.833 -0.418 2.082
H -1.453 -0.321 2.470
H -2.153 1.147 2.001
*
```

Its largest force on an atom is 4.7 eV/Å. The HOMO energy comes out at -14.3 eV. The energy relative to the best compared isomer or geometry (same formula, charge and spin) is 50.3 kcal per mole. The calculation puts the lowest unoccupied orbital energy at -0.114 Eh.